{
  "formula": "C18H29CoN5O2S",
  "method": "the ωB97M-V functional and the def2-TZVPD basis",
  "elements": ["H", "N", "C", "N", "C", "C", "C", "C", "H", "H", "C", "H", "C", "C", "O", "C", "H", "H", "H", "N", "Co", "C", "H", "S", "H", "N", "H", "H", "H", "H", "H", "H", "H", "C", "C", "H", "H", "H", "C", "H", "O", "H", "H", "H", "C", "H", "C", "H", "C", "H", "N", "H", "C", "H", "H", "C"],
  "coordinates": [[-3.972, 1.903, 0.585], [-2.246, -0.989, 0.003], [-2.071, -0.779, -2.502], [1.140, 0.718, -0.882], [0.165, -0.140, -4.391], [0.630, -2.035, -0.167], [5.617, -1.456, 1.151], [-2.556, -1.620, -1.321], [-1.031, 3.119, 1.736], [-0.764, 0.238, -4.817], [3.567, 1.449, -1.808], [2.841, 0.879, -3.752], [-3.209, 1.306, 0.076], [2.614, 0.962, -2.699], [0.737, -3.009, -0.714], [-0.704, 1.121, 2.445], [0.229, -1.207, -4.620], [-3.626, -1.820, -1.407], [4.123, -3.515, 2.274], [0.280, 0.739, 1.450], [-0.462, -0.018, -0.245], [1.380, 0.597, -2.192], [5.799, -0.830, 0.279], [3.893, -1.243, 1.593], [1.704, 3.102, 2.452], [-0.781, -0.220, -2.123], [4.369, -2.375, 3.639], [2.727, -2.700, 3.032], [0.995, 0.359, -4.883], [-0.277, 1.541, 3.356], [-2.501, 2.337, 2.296], [6.246, -1.131, 1.979], [4.539, 1.745, -2.179], [2.032, 1.174, -0.009], [3.286, 1.569, -0.454], [1.952, 1.632, 3.400], [4.028, 1.961, 0.225], [-2.755, 0.043, -2.726], [2.106, 2.086, 2.423], [-3.407, 1.382, -0.994], [3.091, -1.636, 0.387], [3.175, 2.158, 2.246], [5.805, -2.499, 0.903], [-2.136, -1.761, 0.653], [3.775, -2.602, 2.755], [-1.698, 2.627, -0.252], [-1.577, 2.175, 1.735], [-2.041, -2.580, -1.344], [-3.332, -0.132, 0.546], [-3.267, -0.171, 1.634], [-1.855, 1.812, 0.326], [-2.005, -1.404, -3.393], [0.190, 0.058, -2.915], [-1.281, 0.237, 2.716], [-4.309, -0.536, 0.271], [1.437, 1.285, 1.354]],
  "nbo_charge": [0.22, -0.64, -0.26, -0.43, -0.70, 0.53, -0.82, -0.23, 0.22, 0.26, -0.12, 0.25, -0.24, -0.17, -0.44, -0.25, 0.27, 0.23, 0.25, -0.45, 0.98, 0.14, 0.24, 1.22, 0.26, -0.45, 0.25, 0.24, 0.25, 0.23, 0.22, 0.25, 0.25, 0.26, -0.20, 0.26, 0.25, 0.23, -0.70, 0.21, -1.03, 0.25, 0.25, 0.41, -0.82, 0.40, -0.23, 0.23, -0.24, 0.21, -0.66, 0.24, 0.36, 0.21, 0.22, 0.33],
  "largest_force_ev_per_a": 0.5,
  "energy_ev": -79131.418,
  "charge": 2,
  "homo_ev": [-14.318, -14.332],
  "homo_lumo_gap_ev": [7.68, 7.72],
  "de_lowest_kcal_mol": 0.0,
  "multiplicity": 2
}